# 1
The following is a DFT calculation (ωB97M-V/def2-TZVPD) of an isolated ion of composition C2NO3 and charge -1 at a distorted geometry.

Results
**Highest occupied orbital energy**: -4.95 eV
**Energy above the lowest of the compared OMol25 structures with the same formula, charge and spin**: 0.0 kcal/mol
**Gap between HOMO and LUMO**: 0.331 hartree
**Electronic energy**: -356.78961 Ha
**SMILES**: O=C=NC(=O)[O-]
**Total charge**: -1

XYZ file:
```
6
Properties=species:S:1:pos:R:3:lowdin_charge:R:1
C 1.18 -0.07 -0.03 -0.736
C -1.48 0.19 0.07 -0.448
N -0.35 0.43 0.29 0.175
O 1.96 0.84 -0.15 -0.005
O -2.60 -0.10 -0.18 0.041
O 1.29 -1.29 0.01 -0.028
```

=====

# 2
The following is a DFT calculation (ωB97M-V/def2-TZVPD) of a 2-piece molecular cluster, C2NO4P overall at a distorted geometry.

Results
**Highest occupied orbital energy**: -10.91 eV
**Energy above the lowest of the compared OMol25 structures with the same formula, charge and spin**: 0.0 kcal/mol
**Gap between HOMO and LUMO**: 0.377 hartree
**Electronic energy**: -773.33116 Ha
**SMILES**: O=C=NP=O.O=C=O

XYZ file:
```
8
Properties=species:S:1:pos:R:3:lowdin_charge:R:1
C 1.56 -0.76 0.18 -0.397
C -0.46 1.45 -0.15 -0.558
N 0.39 -0.78 0.29 -0.078
O -2.11 -1.10 0.41 -0.382
O 2.72 -0.65 0.05 0.170
O -0.09 1.67 0.90 0.233
O -0.94 1.37 -1.17 0.173
P -1.08 -1.20 -0.51 0.838
```

=====

# 3
The following is a DFT calculation (ωB97M-V/def2-TZVPD) of a 2-piece molecular cluster, C2O3 overall at a distorted geometry.

Results
**Highest occupied orbital energy**: -12.58 eV
**Energy above the lowest of the compared OMol25 structures with the same formula, charge and spin**: 6.7 kcal/mol
**Gap between HOMO and LUMO**: 0.485 hartree
**Electronic energy**: -301.95277 Ha

XYZ file:
```
5
Properties=species:S:1:pos:R:3:lowdin_charge:R:1
C -1.46 -0.18 0.54 0.004
C 1.19 -0.13 -0.12 -0.410
O 2.01 0.02 0.69 0.208
O 0.42 -0.15 -1.04 0.114
O -2.16 0.44 -0.07 0.084
```